{"formula": "C39H44N6O11", "method": "ωB97M-V/def2-TZVPD", "symbols": ["C", "C", "C", "C", "C", "C", "N", "O", "C", "C", "C", "H", "H", "H", "H", "H", "H", "H", "H", "H", "H", "H", "H", "H", "H", "H", "H", "H", "H", "H", "C", "C", "C", "C", "C", "C", "N", "O", "O", "H", "H", "H", "H", "H", "C", "C", "C", "C", "C", "C", "N", "O", "O", "H", "H", "H", "H", "H", "C", "C", "C", "C", "C", "C", "N", "O", "O", "H", "H", "H", "H", "H", "C", "C", "C", "C", "C", "C", "N", "O", "O", "H", "H", "H", "H", "H", "C", "C", "C", "C", "C", "C", "N", "O", "O", "H", "H", "H", "H", "H"], "coordinates": [[9.883, -5.761, 18.791], [10.261, -5.943, 20.272], [9.006, -5.939, 21.179], [8.060, -7.184, 20.887], [8.859, -8.493, 21.015], [10.199, -8.553, 20.289], [10.831, -7.272, 20.580], [12.214, -7.285, 20.056], [11.137, -9.601, 20.909], [9.974, -8.925, 18.780], [11.260, -4.929, 20.705], [9.602, -4.714, 18.459], [8.987, -6.348, 18.411], [10.823, -6.068, 18.239], [9.366, -5.846, 22.235], [8.415, -5.040, 21.002], [7.631, -7.038, 19.859], [7.309, -7.265, 21.707], [8.246, -9.302, 20.680], [9.092, -8.679, 22.053], [11.599, -9.176, 21.814], [10.512, -10.492, 21.180], [11.891, -10.051, 20.281], [9.863, -10.019, 18.687], [9.050, -8.497, 18.372], [10.810, -8.664, 18.108], [11.990, -5.290, 21.426], [10.745, -4.026, 21.110], [11.923, -4.579, 19.896], [12.717, -7.516, 20.839], [16.123, -18.071, 17.570], [15.245, -17.901, 18.645], [15.240, -16.722, 19.312], [16.096, -15.715, 18.892], [17.007, -15.862, 17.901], [16.957, -17.037, 17.175], [16.047, -14.391, 19.641], [15.240, -14.274, 20.533], [16.780, -13.503, 19.257], [16.019, -18.950, 16.993], [14.544, -18.716, 18.912], [14.635, -16.577, 20.151], [17.588, -15.087, 17.589], [17.712, -17.225, 16.400], [10.808, -13.493, 21.630], [11.114, -12.828, 22.792], [10.190, -11.906, 23.326], [8.887, -11.829, 22.797], [8.575, -12.579, 21.634], [9.538, -13.390, 21.054], [7.901, -10.967, 23.402], [6.848, -10.855, 22.836], [8.169, -10.299, 24.363], [11.578, -14.111, 21.164], [12.050, -12.759, 23.354], [10.410, -11.305, 24.222], [7.567, -12.599, 21.284], [9.232, -13.917, 20.108], [15.506, -11.659, 13.204], [16.311, -10.821, 13.920], [17.573, -10.630, 13.470], [18.108, -11.339, 12.388], [17.290, -12.169, 11.622], [16.016, -12.375, 12.123], [19.545, -11.091, 11.938], [19.923, -11.562, 10.885], [20.203, -10.432, 12.694], [14.513, -11.858, 13.549], [15.888, -10.342, 14.762], [18.267, -10.002, 13.932], [17.730, -12.673, 10.786], [15.324, -12.873, 11.443], [20.268, -13.269, 17.353], [19.140, -12.693, 16.919], [18.459, -13.114, 15.775], [18.917, -14.214, 15.077], [20.200, -14.735, 15.396], [20.753, -14.310, 16.551], [18.026, -14.785, 14.070], [16.808, -14.749, 14.308], [18.488, -15.363, 13.133], [20.734, -13.056, 18.317], [18.649, -11.890, 17.447], [17.600, -12.632, 15.461], [20.543, -15.546, 14.756], [21.761, -14.693, 16.851], [12.057, -13.492, 15.918], [13.391, -13.500, 15.415], [14.468, -12.953, 16.201], [14.161, -12.379, 17.451], [12.841, -12.234, 17.852], [11.792, -12.811, 17.119], [15.239, -11.599, 18.125], [16.151, -11.128, 17.419], [15.054, -11.290, 19.258], [11.225, -14.057, 15.451], [13.692, -13.988, 14.463], [15.420, -12.821, 15.751], [12.761, -11.700, 18.759], [10.767, -12.778, 17.516]], "mulliken_charge": [-1.5326, 1.6132, -1.2370, -0.8221, -1.1965, 2.1693, 0.0790, -0.4846, -1.9192, -1.7058, -1.7888, 0.3367, 0.2435, 0.3320, 0.3857, 0.4375, 0.3229, 0.3813, 0.4613, 0.4233, 0.5876, -0.0620, 0.4692, 0.3962, 0.3040, 0.3502, 0.3482, 0.3792, 0.3593, 0.3268, -0.7451, -0.3417, -0.8391, 0.1399, 0.1025, -0.3549, 1.1754, -0.6505, -0.5770, 0.4251, 0.3415, 0.5862, 0.4113, 0.3838, -0.3027, -0.6271, -0.1654, -0.2104, -0.2178, -0.4717, 1.1089, -0.6082, -0.6282, 0.4764, 0.3554, 0.4428, 0.5044, 0.3373, -0.4706, -0.5542, -0.2400, 0.0092, -0.5351, -0.7037, 1.0034, -0.6112, -0.6016, 0.8726, 0.3956, 0.5620, 0.5377, 0.3931, -0.5951, -0.7391, 0.8575, -0.0076, -0.6282, -0.3953, 1.0937, -0.4727, -0.6334, 0.4257, 0.4155, -0.2332, 0.4784, 0.3111, -0.7794, -0.9363, 0.4146, 0.0038, -0.5578, -0.3464, 1.1804, -0.6234, -0.5868, 0.3569, 0.5204, 0.3043, 0.7425, 0.3636], "gap_ev": 7.8, "e_homo_ev": -8.5, "e_tot_ha": -2668.10845, "e_lumo_ev": -0.66}

---

{"formula": "C39H45AsF6NO29P2", "method": "ωB97M-V/def2-TZVPD", "symbols": ["As", "F", "F", "F", "F", "F", "F", "C", "C", "C", "O", "C", "C", "C", "O", "O", "O", "H", "H", "H", "H", "C", "C", "C", "O", "C", "C", "C", "O", "O", "O", "H", "H", "H", "H", "C", "C", "C", "O", "C", "C", "C", "O", "O", "O", "H", "H", "H", "H", "C", "C", "C", "O", "C", "C", "C", "O", "O", "O", "H", "H", "H", "H", "C", "C", "C", "O", "C", "C", "C", "O", "O", "O", "H", "H", "H", "H", "C", "O", "N", "C", "C", "H", "H", "H", "H", "H", "H", "H", "C", "O", "P", "O", "O", "C", "O", "C", "H", "H", "H", "H", "H", "H", "H", "H", "H", "C", "O", "P", "O", "O", "C", "O", "C", "H", "H", "H", "H", "H", "H", "H", "H", "H"], "coordinates": [[0.265, -0.960, -1.182], [1.971, -0.768, -1.001], [-0.004, 0.431, -0.155], [-1.453, -1.159, -1.371], [0.649, -2.358, -2.145], [0.280, -1.935, 0.250], [0.212, 0.058, -2.568], [5.027, -5.723, 0.615], [5.753, -5.592, 1.722], [5.901, -4.296, 2.461], [6.672, -4.187, 3.369], [5.026, -3.213, 2.039], [4.129, -3.404, 1.072], [4.114, -4.631, 0.201], [3.437, -4.706, -0.816], [3.126, -2.564, 0.828], [6.463, -6.590, 2.252], [5.020, -6.703, 0.156], [5.010, -2.346, 2.686], [2.690, -2.920, 0.017], [7.060, -6.224, 2.930], [0.458, 4.579, -5.389], [0.909, 5.763, -4.972], [0.736, 6.228, -3.568], [1.069, 7.348, -3.240], [0.091, 5.299, -2.643], [-0.420, 4.143, -3.077], [-0.298, 3.677, -4.508], [-0.876, 2.745, -4.975], [-0.966, 3.256, -2.262], [1.620, 6.595, -5.756], [0.524, 4.361, -6.448], [0.105, 5.443, -1.569], [-1.349, 2.465, -2.684], [1.861, 7.367, -5.197], [-4.751, 2.384, -1.293], [-4.040, 1.272, -1.105], [-4.616, 0.031, -0.428], [-3.993, -0.991, -0.315], [-6.039, 0.132, -0.023], [-6.692, 1.273, -0.203], [-6.077, 2.547, -0.714], [-6.696, 3.559, -0.721], [-7.965, 1.426, 0.269], [-2.872, 1.080, -1.699], [-4.322, 3.236, -1.809], [-6.504, -0.737, 0.419], [-8.011, 2.194, 0.851], [-2.420, 0.226, -1.409], [2.731, 4.893, 2.515], [2.984, 3.950, 3.425], [2.418, 2.569, 3.276], [2.623, 1.790, 4.164], [1.867, 2.242, 1.982], [1.648, 3.182, 1.044], [2.028, 4.647, 1.249], [1.778, 5.517, 0.459], [0.993, 2.954, -0.087], [3.681, 4.160, 4.551], [3.103, 5.902, 2.656], [1.597, 1.206, 1.813], [0.608, 2.052, -0.129], [3.524, 3.375, 5.126], [-3.278, -5.685, -4.984], [-3.868, -4.507, -5.200], [-3.044, -3.263, -5.237], [-3.467, -2.179, -5.612], [-1.688, -3.373, -4.670], [-1.133, -4.554, -4.390], [-1.868, -5.857, -4.583], [-1.365, -6.958, -4.536], [0.056, -4.691, -3.782], [-5.142, -4.382, -5.596], [-3.856, -6.561, -5.270], [-1.205, -2.451, -4.375], [0.319, -3.823, -3.424], [-5.495, -5.206, -5.951], [-1.542, 4.609, 2.819], [-1.091, 5.272, 3.772], [-2.116, 3.385, 2.904], [-2.549, 2.711, 1.679], [-2.207, 2.641, 4.139], [-1.428, 4.991, 1.782], [-1.737, 2.336, 1.044], [-3.164, 3.343, 1.046], [-3.024, 1.801, 2.044], [-1.304, 2.055, 4.355], [-2.145, 3.397, 4.929], [-3.091, 2.019, 4.179], [-1.106, -2.379, 3.094], [-1.602, -2.344, 4.435], [-2.671, -3.336, 4.993], [-3.786, -3.675, 4.108], [-3.060, -2.587, 6.337], [-4.088, -3.163, 7.157], [-1.744, -4.579, 5.417], [-2.245, -5.881, 5.726], [-0.017, -2.386, 3.159], [-1.381, -1.443, 2.605], [-1.398, -3.184, 2.421], [-3.716, -3.322, 8.174], [-4.323, -4.166, 6.812], [-4.919, -2.469, 7.206], [-3.231, -5.917, 6.187], [-1.495, -6.426, 6.314], [-2.279, -6.523, 4.827], [3.609, 3.646, -2.773], [4.882, 2.987, -2.695], [4.910, 1.482, -2.228], [6.241, 0.943, -1.957], [4.070, 0.749, -3.348], [4.172, -0.645, -3.627], [3.882, 1.431, -0.983], [4.403, 1.084, 0.295], [2.755, 3.049, -2.456], [3.409, 3.935, -3.807], [3.688, 4.566, -2.193], [4.958, -1.199, -3.115], [4.325, -0.762, -4.704], [3.216, -1.123, -3.411], [3.935, 0.164, 0.649], [4.156, 1.906, 0.963], [5.482, 0.949, 0.398]], "mulliken_charge": [1.7831, -0.4056, -0.8053, -0.6746, -0.2223, -0.4470, -0.5352, -0.9333, 0.2602, 0.7819, -0.6049, -0.6961, 0.1105, 0.9327, -0.5738, -0.0661, -0.5659, 0.4170, 0.4697, 0.0286, 0.3691, -1.0655, 0.4113, 0.8540, -0.6403, -0.4952, 0.1069, 0.8217, -0.5684, 0.1681, -0.6065, 0.4302, 0.2572, 0.0777, 0.3640, -0.4642, 0.4009, 0.8610, -0.5299, -0.8463, 0.3144, 0.4154, -0.5773, -0.5516, -0.1973, 0.4587, 0.4716, 0.3361, 0.0573, -0.9963, 0.0925, 1.0362, -0.7106, -0.6611, 0.5279, 0.1328, -0.5685, 0.8804, -0.6149, 0.4335, 0.7047, -0.4807, 0.3565, -0.6386, 0.6237, 0.4588, -0.5908, -0.6122, 0.6638, 0.2618, -0.5649, -0.5499, -0.4777, 0.2731, 0.4563, 0.2853, 0.3234, 0.1036, -0.6546, 0.1521, -0.9544, -1.0313, 0.3648, 0.2938, 0.4553, 0.2122, 0.3266, 0.3765, 0.3426, -0.6021, -0.2411, 0.9217, -0.6609, -0.3147, -0.6059, -0.2904, -0.5955, 0.3150, 0.1582, 0.3602, 0.2572, 0.2548, 0.2630, 0.2579, 0.2474, 0.2623, -0.2236, -0.4526, 0.5608, -0.7977, -0.2651, -0.5872, 0.5283, -0.5746, -0.0512, 0.3034, 0.2770, 0.3328, 0.2903, 0.0680, 0.1211, 0.0936, 0.4710], "gap_ev": 7.8, "charge": -1, "e_homo_ev": -7.5, "e_tot_ha": -7267.87741, "e_lumo_ev": 0.32}